No. 1
Entry from the Open Molecules 2025 dataset: a cluster of 2 separate species, C4H8O2 in total at a distorted geometry (the ωB97M-V functional and the def2-TZVPD basis).

```
14
Properties=species:S:1:pos:R:3:forces:R:3:nbo_charge:R:1
O 0.366 1.391 -0.165 0.4 -0.2 0.1 -0.55
O 2.789 0.469 0.088 0.2 0.1 0.0 -0.71
C -0.784 -0.654 0.144 0.2 0.7 0.0 -0.56
C 1.770 -0.474 0.153 -0.1 -0.2 0.0 -0.16
C -2.343 0.624 -0.350 2.1 -0.9 0.5 -0.57
C 0.420 0.194 0.021 0.2 0.5 0.0 0.55
H 2.339 1.319 -0.067 0.1 -0.1 0.0 0.49
H 1.862 -1.228 -0.647 0.0 0.1 0.1 0.19
H 1.791 -1.026 1.107 0.0 0.1 -0.1 0.19
H -0.921 -1.007 1.181 -0.1 0.5 -0.3 0.24
H -0.683 -1.587 -0.458 -0.4 0.8 0.0 0.24
H -2.026 1.122 -1.268 0.1 -0.6 0.1 0.21
H -2.346 1.326 0.486 0.0 -0.7 0.1 0.21
H -2.233 -0.468 -0.225 -2.8 0.0 -0.5 0.25
```
Forces are in eV/Å.

Computed properties:
F_max: 2.80 eV/Å
HOMO-LUMO gap: 9.71 eV
LUMO level: 0.025 Eh
HOMO: -9.024 eV
net charge: 0
DFT total energy: -8368.59032 eV



No. 2
Entry from the Open Molecules 2025 dataset: an isolated molecule of C5H6BrNS at a distorted geometry (the ωB97M-V functional and the def2-TZVPD basis).

```
14
Properties=species:S:1:pos:R:3:forces:R:3:nbo_charge:R:1
Br -3.197 -0.180 0.532 0.8 0.2 -0.6 -0.09
S -0.057 0.980 1.633 0.0 0.8 -1.0 0.71
N 1.581 0.426 -0.670 -2.8 0.3 1.3 -0.31
C 2.206 0.880 0.363 -0.4 0.8 -1.2 -0.06
C -0.491 0.646 0.086 5.3 0.3 0.6 -0.19
C -1.039 -1.557 -0.925 0.4 -0.1 -0.1 -0.62
C 1.590 1.404 1.518 0.2 -0.5 1.1 -0.61
C -1.454 -0.129 -0.602 -1.7 -1.2 0.3 -0.27
H 2.137 1.898 2.355 -0.9 -0.6 -0.8 0.26
H 3.292 1.003 0.186 -0.4 -0.1 0.3 0.24
H -1.501 -2.234 -0.229 -0.4 -0.4 0.0 0.23
H -1.313 -1.759 -1.979 0.3 -0.3 0.7 0.22
H -1.784 0.270 -1.535 -0.3 1.0 -0.2 0.25
H 0.030 -1.648 -0.734 0.0 0.0 -0.5 0.25
```
Forces are in eV/Å.

Computed properties:
F_max: 5.31 eV/Å
HOMO-LUMO gap (alpha / beta): 7.45 / 7.44 eV
LUMO level (alpha / beta): -0.032 / -0.033 Eh
HOMO (alpha / beta): -8.326 / -8.331 eV
net charge: 0
DFT total energy: -87645.10606 eV



No. 3
Entry from the Open Molecules 2025 dataset: a structure of composition C37H37BrN7OW at a distorted geometry (the ωB97M-V functional and the def2-TZVPD basis).

```
84
Properties=species:S:1:pos:R:3:forces:R:3:lowdin_charge:R:1
W -0.057 0.250 -0.243 0.2 -1.3 -0.4 1.54
Br -0.343 1.632 -2.482 0.1 0.1 -0.3 0.32
O -2.428 5.107 1.251 0.0 -0.1 -0.2 0.12
N 1.428 -0.662 2.364 -0.4 0.3 -0.8 0.16
N -0.732 -1.351 -1.228 0.0 0.0 0.0 -0.11
N -0.625 1.503 1.383 -0.1 0.4 0.2 -0.08
N 1.657 0.003 -1.207 0.3 0.1 0.0 -0.11
N 5.342 -1.907 -2.912 0.1 -0.1 0.0 0.14
N 3.654 -0.142 -2.554 -0.1 0.4 -0.2 0.16
N 1.540 0.022 1.315 0.4 0.0 0.8 -0.08
C 1.272 -4.195 -2.847 0.0 0.0 0.0 -0.27
C 4.556 -1.086 -2.724 0.0 -0.3 0.1 -0.34
C -0.090 -2.101 3.543 -0.3 -0.1 -0.1 0.01
C 5.050 2.323 1.110 0.0 0.0 0.0 -0.06
C -3.801 0.484 -2.031 0.1 -0.3 -0.1 -0.26
C -4.215 -0.121 -3.202 0.2 -0.1 0.0 0.02
C 0.648 -2.809 -2.666 0.1 0.0 0.0 -0.06
C -1.840 3.911 1.296 0.0 0.1 -0.1 -0.27
C -1.926 -1.114 -1.921 -0.2 0.2 0.0 -0.32
C 2.704 2.067 0.649 0.1 0.2 -0.1 -0.05
C -0.684 -1.105 1.360 -0.6 -0.3 0.1 -0.21
C 1.637 -4.341 -0.399 0.0 0.0 0.1 -0.27
C -1.576 3.267 0.085 0.2 -0.4 0.5 0.01
C 0.959 -2.974 -0.205 -0.1 -0.1 0.0 -0.10
C 0.583 -5.442 -0.292 0.0 0.0 0.0 -0.11
C -2.242 -2.500 2.569 -0.1 0.0 0.0 -0.04
C -2.704 -0.086 -1.385 -0.1 0.3 0.3 -0.13
C 2.643 -0.111 -1.853 -0.2 0.0 0.3 -0.29
C -2.392 -1.706 -3.111 0.3 0.1 0.2 0.01
C -1.340 -2.702 3.604 0.2 0.1 0.0 -0.05
C -0.477 -5.211 -1.368 0.0 0.0 0.0 -0.27
C 3.862 2.830 0.600 -0.1 -0.1 0.0 -0.05
C 2.320 -4.416 -1.760 0.1 0.0 0.0 -0.11
C 5.085 1.057 1.678 -0.1 -0.1 0.0 -0.05
C 0.190 -1.312 2.436 0.4 0.5 -0.1 -0.31
C -0.086 -2.721 -1.307 -0.1 0.0 0.0 -0.37
C 2.757 0.808 1.230 -0.3 -0.4 0.2 -0.26
C -4.017 -1.871 -4.997 0.0 0.0 -0.1 -0.03
C -1.929 -1.722 1.453 0.3 0.1 0.1 -0.09
C 3.933 0.289 1.750 0.2 0.2 -0.1 -0.01
C -1.132 -3.841 -1.153 0.0 0.0 -0.1 -0.07
C -0.961 2.035 0.244 -0.1 0.5 0.1 -0.44
C -1.488 3.317 2.533 0.0 -0.1 0.1 0.05
C -0.871 2.096 2.573 0.0 -0.1 -0.5 -0.03
C -3.524 -1.223 -3.735 -0.2 0.3 0.1 -0.23
C 0.178 -5.262 -2.751 0.0 0.0 0.0 -0.10
C -4.492 1.682 -1.461 -0.1 0.0 0.0 -0.03
H -5.097 0.242 -3.714 0.0 0.0 0.0 0.12
H 1.430 -2.049 -2.710 0.0 0.0 0.0 0.10
H 2.798 -5.390 -1.886 0.0 0.0 0.0 0.13
H 2.378 -4.457 0.397 0.0 0.0 0.0 0.15
H -0.573 -5.103 -3.532 0.0 0.0 0.0 0.12
H -4.361 -2.888 -4.805 0.0 0.0 0.0 0.09
H -5.504 1.775 -1.850 0.0 0.0 0.0 0.09
H -1.810 3.694 -0.876 0.0 0.0 -0.1 0.10
H 1.724 -2.196 -0.190 0.0 0.0 0.0 0.10
H -1.607 -3.326 4.444 0.0 0.0 0.0 0.11
H 0.465 -2.995 0.766 0.1 -0.1 -0.1 0.10
H -2.560 5.480 2.130 0.0 0.0 0.1 0.13
H 5.955 2.911 1.054 0.0 0.0 0.0 0.11
H -1.700 3.839 3.458 0.0 0.0 0.0 0.13
H -1.871 -2.524 -3.577 0.0 0.0 0.0 0.10
H 0.652 -2.235 4.317 0.0 0.0 0.0 0.12
H -3.227 -1.925 -5.746 0.0 0.0 0.0 0.09
H -4.552 1.632 -0.372 0.0 0.0 0.0 0.08
H 1.745 -4.231 -3.831 0.0 0.0 0.0 0.15
H -0.016 -2.596 -3.497 -0.1 0.0 0.0 0.11
H 1.048 -6.422 -0.424 0.0 0.0 0.0 0.13
H -4.847 -1.312 -5.424 0.0 0.0 0.0 0.08
H -2.658 -1.639 0.657 0.0 0.0 0.0 0.10
H -0.573 1.597 3.484 0.0 0.0 0.0 0.13
H -1.254 -5.976 -1.299 0.0 0.0 0.0 0.14
H -2.462 0.306 -0.389 -0.2 -0.3 0.0 0.07
H 3.833 3.811 0.150 0.0 0.0 0.0 0.11
H -3.948 2.590 -1.729 0.0 0.0 0.0 0.08
H 1.793 2.474 0.216 0.1 -0.1 0.1 0.09
H -3.212 -2.981 2.615 0.0 0.0 0.0 0.12
H 0.121 -5.433 0.699 0.0 0.0 0.0 0.12
H -1.959 -3.727 -1.848 0.0 0.0 0.0 0.11
H 3.952 -0.699 2.187 -0.1 0.0 0.0 0.11
H 6.014 0.658 2.061 0.0 0.0 0.0 0.11
H -1.553 -3.786 -0.145 0.0 0.0 0.0 0.12
H 3.111 -3.665 -1.843 0.0 0.0 0.0 0.11
H 0.607 -6.252 -2.921 0.0 0.0 0.0 0.13
```
Forces are in eV/Å.

Computed properties:
F_max: 1.35 eV/Å
HOMO-LUMO gap (alpha / beta): 6.10 / 6.10 eV
LUMO level (alpha / beta): -0.171 / -0.171 Eh
HOMO (alpha / beta): -10.762 / -10.763 eV
net charge: +1
DFT total energy: -123309.08187 eV



No. 4
Entry from the Open Molecules 2025 dataset: an isolated molecule of C5H7P at a distorted geometry (the ωB97M-V functional and the def2-TZVPD basis).

```
13
Properties=species:S:1:pos:R:3:forces:R:3:nbo_charge:R:1
P 2.412 -0.268 0.125 -0.8 1.6 -0.6 0.65
C 1.172 0.891 -0.123 1.4 1.8 0.7 -0.58
C -1.356 0.742 0.584 2.2 -0.2 1.1 -0.58
C -0.082 -1.151 -0.357 4.7 -1.7 0.6 -0.11
C 1.314 -1.618 -0.215 -4.1 1.2 -0.4 -0.60
C -0.149 0.310 -0.355 -1.7 0.3 0.6 -0.37
H 1.310 2.045 -0.089 -0.2 -2.3 0.0 0.24
H 1.868 -2.555 -0.309 -1.2 -0.4 0.2 0.23
H -1.082 -1.576 -0.356 0.6 -1.0 -0.3 0.22
H -0.502 0.528 -1.372 0.1 0.3 -0.3 0.27
H -1.093 0.498 1.661 -0.6 -0.1 -1.3 0.22
H -2.289 0.368 0.232 -0.6 -1.0 0.0 0.21
H -1.521 1.786 0.576 0.2 1.4 -0.1 0.21
```
Forces are in eV/Å.

Computed properties:
F_max: 5.02 eV/Å
HOMO-LUMO gap: 8.50 eV
LUMO level: 0.004 Eh
structure (SMILES): C[C@@H]1C=CP=C1
HOMO: -8.379 eV
net charge: 0
DFT total energy: -14584.77379 eV